Entry from the OMol25 dataset: the ion H2O5P2 with charge -2 at a distorted geometry (the ωB97M-V functional and the def2-TZVPD basis).

Geometry (Å):
1 O 1.92387 0.92130 -0.74517
2 P 1.16604 0.86984 0.58942
3 O 1.44067 -0.63000 1.20845
4 P -1.01497 0.06941 0.08728
5 O -1.01594 -1.37480 0.68256
6 O -2.31620 0.87274 0.24999
7 O -0.67401 -0.09955 -1.54370
8 H 0.32766 -0.94687 1.01791
9 H 0.16289 0.31792 -1.54674

Calculated values
**2S+1**: 1
**LUMO**: 0.267 Eh
**Total charge**: -2
**Energy above the lowest of the compared OMol25 structures with the same formula, charge and spin**: 57.61 kcal/mol
**SMILES**: O=P(O)=P([O-])([O-])O
**HOMO energy**: 1.23 eV
**E**: -28850.0849 eV

Mulliken population analysis, charges in e, atoms 1 to 5: -0.626, -0.270, -0.431, 0.471, -0.683

***

Entry from the OMol25 dataset: the molecule C5H5NO at a distorted geometry (the ωB97M-V functional and the def2-TZVPD basis).

Geometry (Å):
1 C -2.74451 -0.74664 -0.09045
2 C -1.55257 -0.67583 0.06147
3 C -0.32021 -0.43122 -0.62548
4 O 0.02831 -1.45687 -1.15509
5 C 0.62481 0.69917 -0.55008
6 C 1.12558 0.70155 0.84121
7 N 2.00426 0.32216 -0.27165
8 H -3.62995 -0.67388 0.47589
9 H 0.39835 1.59431 -1.12602
10 H 0.75807 -0.36176 1.41387
11 H 1.16761 1.72975 1.29773
12 H 2.14026 -0.70075 -0.27141

Calculated values
**2S+1**: 1
**LUMO**: -0.003 Eh
**Energy above the lowest of the compared OMol25 structures with the same formula, charge and spin**: 119.61 kcal/mol
**SMILES**: C#CC(=O)[C@H]1CN1
**HOMO energy**: -9.96 eV
**E**: -8798.2323 eV

Mulliken population analysis, charges in e, atoms 1 to 5: -0.261, -0.229, 0.333, -0.479, 0.181

***

Entry from the OMol25 dataset: a cluster of 2 separate species, C4H11N4 in total at a distorted geometry (the ωB97M-V functional and the def2-TZVPD basis).

Geometry (Å):
1 C 1.48210 -0.32123 -0.15948
2 C 2.60553 0.52098 -0.64447
3 C -1.97982 1.59174 -0.07737
4 C -2.45176 0.09085 0.08075
5 N -1.31379 -1.79947 0.92810
6 N 0.42422 0.34569 -0.18559
7 N 1.90679 -1.49400 0.26097
8 N -1.35818 -0.73894 0.40602
9 H 3.51900 -0.13030 -0.61527
10 H 2.30280 0.63383 -1.69798
11 H 2.72653 1.53616 -0.26733
12 H -1.32080 1.83871 0.83380
13 H -1.38356 1.66641 -1.01824
14 H -2.85283 2.27046 -0.07975
15 H -2.69458 -0.11333 -0.96790
16 H -3.34870 -0.11962 0.75371
17 H -0.42998 -2.29326 1.07111
18 H 2.90911 -1.54488 0.49167
19 H 1.25791 -1.93980 0.88725

Calculated values
**2S+1**: 1
**LUMO (alpha / beta)**: -0.220 / -0.198 Eh
**Total charge**: +1
**Energy above the lowest of the compared OMol25 structures with the same formula, charge and spin**: 142.49 kcal/mol
**HOMO energy (alpha / beta)**: -13.92 / -14.23 eV
**E**: -10275.0107 eV

Mulliken population analysis, charges in e, atoms 1 to 5: 0.842, -1.131, -0.972, -0.239, -0.829

***

Entry from the OMol25 dataset: a cluster of 2 separate species, C2H3F2P in total at a distorted geometry (the ωB97M-V functional and the def2-TZVPD basis).

Geometry (Å):
1 C 1.28363 0.23258 0.38916
2 C 0.23838 -0.33037 -0.25675
3 F -1.96039 -1.63351 -0.26060
4 F -2.19160 1.69812 -0.63564
5 P -1.27843 -0.58750 0.75377
6 H 2.21423 0.50743 -0.11851
7 H 1.41844 0.38175 1.45293
8 H 0.27574 -0.26849 -1.32435

Calculated values
**2S+1**: 1
**LUMO (alpha / beta)**: -0.101 / -0.101 Eh
**Energy above the lowest of the compared OMol25 structures with the same formula, charge and spin**: 86.52 kcal/mol
**HOMO energy (alpha / beta)**: -9.94 / -9.93 eV
**E**: -16843.0153 eV

Mulliken population analysis, charges in e, atoms 1 to 5: -0.540, 0.036, -0.190, -0.651, 0.581